1.
Here is C28H24BrN4Os as an isolated structure at a distorted geometry from OMol25. Energies are from ωB97M-V with the def2-TZVPD basis set.

Atoms and positions in Å:
Os -0.296 0.119 0.425
C -2.249 -2.121 -0.733
N -1.977 -0.739 -1.091
C -3.215 0.073 -1.072
C -3.217 1.128 -0.012
C -4.290 1.997 0.084
C -4.293 2.976 1.063
C -3.214 3.054 1.936
C -2.180 2.160 1.784
N -2.170 1.210 0.823
C -1.275 -0.604 -2.386
C -0.672 0.754 -2.487
C -0.593 1.462 -3.670
C -0.038 2.735 -3.665
C 0.404 3.267 -2.461
C 0.324 2.490 -1.324
N -0.194 1.250 -1.339
C -0.982 -2.857 -0.518
C -0.851 -4.200 -0.813
C 0.334 -4.848 -0.496
C 1.360 -4.122 0.091
C 1.165 -2.780 0.347
N 0.011 -2.158 0.052
H -2.873 -2.617 -1.483
H -2.803 -2.131 0.210
H -4.082 -0.572 -0.917
H -3.362 0.554 -2.041
H -5.116 1.897 -0.608
H -5.122 3.667 1.145
H -3.179 3.794 2.723
H -1.325 2.201 2.445
H -1.957 -0.775 -3.224
H -0.487 -1.359 -2.443
H -0.951 1.020 -4.590
H 0.040 3.303 -4.582
H 0.816 4.264 -2.406
H 0.691 2.862 -0.375
H -1.669 -4.733 -1.278
H 0.450 -5.905 -0.694
H 2.302 -4.585 0.348
H 1.944 -2.191 0.804
Br -0.138 -0.445 2.908
C 1.742 -0.104 3.027
C 2.369 -0.155 4.244
C 3.764 -0.014 4.286
C 4.466 0.155 3.120
C 3.808 0.192 1.868
C 4.534 0.253 0.661
C 3.890 0.223 -0.564
C 2.504 0.159 -0.624
C 1.715 0.137 0.539
C 2.389 0.104 1.810
H 1.808 -0.310 5.157
H 4.277 -0.058 5.236
H 5.544 0.255 3.145
H 5.616 0.282 0.700
H 4.461 0.257 -1.481
H 2.045 0.127 -1.604

For the total energy, the calculation gives -107869.4014 eV. The largest force on an atom comes out at 3.10 eV Å⁻¹. The net charge is +3.

2.
Here is C24H24N6S3Ti as an isolated structure at a distorted geometry from OMol25. Energies are from ωB97M-V with the def2-TZVPD basis set.

Atoms and positions in Å:
Ti -1.431 -0.122 0.184
C -1.357 -3.027 3.300
C -1.826 -2.033 2.449
N -1.002 -1.459 1.559
C 0.312 -1.853 1.548
C 0.695 -2.966 2.320
N -0.131 -3.517 3.171
C 1.184 -0.881 0.910
C 2.559 -0.727 1.035
C 3.141 0.510 0.715
C 2.307 1.608 0.448
C 0.933 1.406 0.373
N 0.433 0.137 0.408
C -0.159 2.344 0.564
C -0.121 3.747 0.654
N -1.161 4.423 1.069
C -2.270 3.784 1.422
C -2.384 2.409 1.263
N -1.338 1.700 0.824
C 4.604 0.693 0.798
C 5.342 0.226 1.888
C 6.713 0.465 1.899
N 7.285 1.086 0.904
C 6.642 1.522 -0.145
C 5.266 1.351 -0.239
H -1.967 -3.442 4.091
H -2.860 -1.687 2.499
H 1.684 -3.398 2.252
H 3.178 -1.531 1.402
H 2.734 2.600 0.395
H 0.760 4.319 0.388
H -3.077 4.386 1.816
H -3.304 1.855 1.466
H 4.875 -0.264 2.730
H 7.344 0.163 2.724
H 7.208 2.029 -0.914
H 4.728 1.705 -1.103
C -2.237 -2.682 -2.114
C -3.271 -2.772 -1.001
S -3.720 -1.216 -0.146
C -4.683 -0.274 -1.388
C -3.860 0.343 -2.507
S -2.418 1.261 -1.828
C -1.076 0.943 -3.025
C -0.694 -0.517 -3.262
S -0.753 -1.621 -1.785
H -2.683 -2.341 -3.045
H -1.827 -3.678 -2.289
H -2.944 -3.440 -0.200
H -4.202 -3.179 -1.407
H -5.188 0.501 -0.805
H -5.449 -0.943 -1.789
H -4.482 1.063 -3.044
H -3.495 -0.393 -3.221
H -0.235 1.512 -2.606
H -1.370 1.404 -3.973
H 0.349 -0.550 -3.591
H -1.303 -0.981 -4.039

For the total energy, the calculation gives -89813.6751 eV. Its spin multiplicity is 2. The largest force on an atom comes out at 4.31 eV Å⁻¹. The net charge is +3.

3.
Here is a 2-piece molecular cluster, C5H6N2O3 overall at a distorted geometry from OMol25. Energies are from ωB97M-V with the def2-TZVPD basis set.

Atoms and positions in Å:
O 1.189 -1.759 -0.145
C 1.044 -1.164 0.887
C 2.236 -0.762 1.690
N 3.151 -0.155 2.070
C -0.206 -0.290 1.151
O -0.466 -0.048 2.304
C -0.727 0.475 -0.005
C -2.127 0.148 -0.436
N -1.826 1.398 0.218
H 0.012 0.787 -0.744
H -2.343 0.199 -1.504
H -2.664 -0.615 0.132
H -2.111 1.375 1.197
O 1.914 0.039 -2.471
H 1.362 -0.591 -1.992
H 1.562 0.963 -2.352

The calculation puts the energy relative to the best compared isomer or geometry (same formula, charge and spin) at 293.6 kJ/mol. Its structure (SMILES) is N#CC(=O)C(=O)[C@H]1CN1.O. The largest force on an atom comes out at 1.96 eV Å⁻¹.

4.
Here is a 2-piece molecular cluster, C5H10BNO overall at a distorted geometry from OMol25. Energies are from ωB97M-V with the def2-TZVPD basis set.

Atoms and positions in Å:
B -0.014 -0.763 0.246
C 3.852 -0.534 -0.534
C 3.090 -0.650 0.509
C -2.198 -0.190 -0.280
C -2.010 -1.719 -0.228
C -0.687 1.740 0.048
N -0.866 0.317 0.029
O -0.650 -1.952 0.130
H 4.944 -0.513 -0.469
H 3.463 -0.449 -1.538
H 3.309 -0.744 1.553
H -2.519 0.153 -1.271
H -2.930 0.164 0.460
H -2.652 -2.196 0.516
H -2.185 -2.188 -1.201
H -1.341 2.203 0.797
H 0.349 1.964 0.293
H -0.927 2.178 -0.929

The calculation puts the energy relative to the best compared isomer or geometry (same formula, charge and spin) at 457.6 kJ/mol. The largest force on an atom comes out at 1.15 eV Å⁻¹.

5.
Here is an isolated ion of composition C3H3NO2P and charge -1 at a distorted geometry from OMol25. Energies are from ωB97M-V with the def2-TZVPD basis set.

Atoms and positions in Å:
C 0.055 0.269 -1.216
C -1.026 0.539 -0.380
C -0.815 -0.315 0.863
N 1.220 -0.648 -0.620
O -2.108 1.169 -0.681
O -1.521 -0.462 1.853
P 0.786 -1.168 0.966
H 0.190 0.728 -2.178
H 1.990 -0.010 -0.507
H 1.230 -0.102 1.899

The calculation puts the energy relative to the best compared isomer or geometry (same formula, charge and spin) at 85.5 kJ/mol. Its structure (SMILES) is O=c1[pH][nH]cc1[O-]. The largest force on an atom comes out at 2.86 eV Å⁻¹. The net charge is -1.

6.
Here is C3H5F3NO2S as an isolated structure at a distorted geometry from OMol25. Energies are from ωB97M-V with the def2-TZVPD basis set.

Atoms and positions in Å:
C -3.423 0.574 0.279
C -0.251 -0.777 0.711
C 2.983 -0.180 -0.098
N -2.481 1.141 0.744
O -1.295 -0.265 0.184
O 0.751 1.079 -1.297
F 3.015 -1.189 0.785
F 2.952 -0.761 -1.301
F 3.992 0.615 0.040
S 1.223 0.930 0.143
H -3.535 -0.404 -0.282
H 0.278 0.359 -1.894
H -4.337 1.222 0.218
H 0.206 -1.502 -0.006
H -0.079 -0.843 1.775

The calculation puts the energy relative to the best compared isomer or geometry (same formula, charge and spin) at 0.0 kJ/mol. The largest force on an atom comes out at 5.07 eV Å⁻¹. The net charge is +1.

7.
Here is a 10-piece molecular cluster, C27H50N6O12 overall at a distorted geometry from OMol25. Energies are from ωB97M-V with the def2-TZVPD basis set.

Atoms and positions in Å:
C 4.313 2.503 -4.579
O 3.094 3.148 -4.904
C 2.273 2.535 -5.900
C 1.175 3.485 -6.503
O 0.118 3.541 -5.596
C -1.174 3.985 -5.957
C -2.069 3.996 -4.654
O -2.517 2.698 -4.266
C -1.568 2.008 -3.398
H 5.019 2.516 -5.410
H 4.032 1.486 -4.306
H 4.839 2.947 -3.734
H 1.768 1.655 -5.503
H 2.969 2.215 -6.676
H 0.885 3.056 -7.463
H 1.522 4.515 -6.584
H -1.793 3.516 -6.722
H -0.936 4.949 -6.406
H -2.989 4.522 -4.910
H -1.556 4.585 -3.894
H -1.855 0.967 -3.249
H -1.575 2.503 -2.427
H -0.524 2.115 -3.690
C -5.753 -1.317 6.289
O -5.142 -0.405 5.324
C -4.662 -0.975 4.204
O -4.437 -2.247 3.948
O -4.288 -0.034 3.460
C -3.708 -0.374 2.202
H -6.618 -1.754 5.792
H -6.238 -0.739 7.075
H -5.168 -2.172 6.628
H -4.321 -0.771 1.392
H -2.821 -1.002 2.288
H -3.255 0.537 1.811
C -2.108 -4.076 3.351
O -1.061 -3.124 3.116
C -0.584 -2.330 4.043
O -0.951 -2.393 5.193
O 0.331 -1.427 3.409
C 0.914 -0.417 4.156
H -2.852 -3.762 4.084
H -1.809 -5.029 3.787
H -2.724 -4.332 2.489
H 1.830 -0.011 3.728
H 1.101 -0.719 5.187
H 0.305 0.485 4.199
C -1.754 -2.518 -0.711
O -1.041 -3.381 0.235
C -0.503 -4.508 -0.141
O -0.756 -5.112 -1.160
O 0.176 -4.948 0.891
C 0.630 -6.275 0.914
H -2.025 -1.564 -0.258
H -2.659 -2.990 -1.093
H -1.092 -2.517 -1.577
H 0.346 -6.912 0.076
H 0.170 -6.759 1.776
H 1.708 -6.210 1.060
C 0.615 0.534 0.661
C -0.698 1.131 0.327
N -1.726 1.610 0.221
H 1.431 1.051 0.154
H 0.618 -0.518 0.375
H 0.791 0.662 1.729
C 2.168 -1.046 -2.522
C 0.925 -1.177 -3.337
N -0.114 -1.311 -3.816
H 2.136 -1.361 -1.480
H 2.291 0.029 -2.652
H 2.975 -1.655 -2.929
C 1.858 4.458 -2.494
C 2.373 3.583 -1.464
N 2.826 2.898 -0.653
H 1.432 5.286 -1.927
H 1.172 3.930 -3.157
H 2.639 4.825 -3.159
C -1.838 2.544 3.931
C -0.804 3.132 2.985
N 0.003 3.514 2.195
H -2.277 3.401 4.443
H -1.410 1.866 4.669
H -2.473 1.867 3.359
C 2.604 -3.684 2.755
C 2.682 -2.929 1.506
N 2.769 -2.441 0.455
H 3.303 -3.190 3.431
H 2.861 -4.730 2.588
H 1.587 -3.699 3.146
C 4.520 1.023 1.345
C 4.249 0.036 2.414
N 4.031 -0.706 3.293
H 4.187 0.575 0.409
H 5.589 1.144 1.173
H 4.072 1.986 1.594

The calculation puts the energy relative to the best compared isomer or geometry (same formula, charge and spin) at 240.1 kJ/mol. Its structure (SMILES) is COC(=O)OC.COC(=O)OC.COC(=O)OC.COCCOCCOC.CC#N.CC#N.CC#N.CC#N.CC#N.CC#N. The largest force on an atom comes out at 7.01 eV Å⁻¹.

8.
Here is a 2-piece molecular cluster, C4H6O2 overall from OMol25. Energies are from ωB97M-V with the def2-TZVPD basis set.

Atoms and positions in Å:
O -0.329 -1.797 0.108
C 0.167 -0.929 -0.749
C 1.060 0.923 0.541
C -0.016 0.874 1.328
C -0.901 -0.297 -1.573
O -1.561 -0.968 -2.339
H 0.413 -2.225 0.552
H 1.145 1.682 -0.230
H 1.875 0.208 0.628
H -0.790 1.634 1.280
H -0.119 0.083 2.067
H -0.943 0.812 -1.613

The calculation puts the energy relative to the best compared isomer or geometry (same formula, charge and spin) at 454.6 kJ/mol. The largest force on an atom comes out at 0.61 eV Å⁻¹.

9.
Here is CH2O5P2 as an isolated structure at a distorted geometry from OMol25. Energies are from ωB97M-V with the def2-TZVPD basis set.

Atoms and positions in Å:
C -1.290 0.265 -0.061
O 1.304 -0.569 -0.368
O -0.612 -2.125 -1.148
O 2.610 1.643 -0.300
O -0.097 -1.654 1.445
O 0.107 1.585 0.039
P 1.544 0.918 0.489
P -0.197 -1.256 0.007
H -1.644 0.509 0.945
H -1.727 0.685 -1.048

The calculation puts the energy relative to the best compared isomer or geometry (same formula, charge and spin) at 182.4 kJ/mol. The largest force on an atom comes out at 4.70 eV Å⁻¹. The net charge is -2.

10.
Here is a 4-piece molecular cluster, C56H46N2O10P overall at a distorted geometry from OMol25. Energies are from ωB97M-V with the def2-TZVPD basis set.

Atoms and positions in Å:
C -0.596 3.137 4.886
C -1.306 2.416 3.551
C -2.945 2.553 3.856
C -0.903 0.846 3.627
C -0.352 0.142 2.272
C -1.302 -1.147 1.900
C -0.748 -2.641 1.435
C -1.662 -3.920 1.016
N -3.148 -3.809 1.015
C -3.704 -2.497 1.451
C -2.976 -1.112 1.900
P 1.478 -0.413 2.651
O 1.557 -1.411 3.886
O 2.318 -0.991 1.224
O 2.305 1.094 3.098
C -0.262 1.079 0.940
C -1.014 2.530 1.038
C -0.224 3.510 -0.067
C -2.581 2.484 0.493
N -0.831 3.202 2.370
O 0.485 3.451 2.488
H 0.524 2.786 5.036
H -1.240 2.853 5.823
H -0.586 4.323 4.759
H -3.301 3.684 3.823
H -3.575 1.916 3.102
H -3.153 2.101 4.930
H -1.854 0.262 4.051
H -0.075 0.713 4.477
H 0.431 -2.788 1.383
H -1.151 -4.929 0.672
H -4.899 -2.448 1.478
H -3.566 -0.126 2.213
H 2.609 -1.933 1.493
H 2.645 1.036 4.039
H 0.883 1.271 0.693
H -0.696 0.480 0.030
H 0.933 3.311 -0.085
H -0.521 4.613 0.196
H -0.677 3.285 -1.144
H -3.223 1.631 0.970
H -3.158 3.510 0.687
H -2.573 2.308 -0.665
C 5.414 1.490 -4.093
C 4.530 1.387 -3.018
C 3.464 2.280 -2.903
C 3.288 3.288 -3.858
C 4.185 3.407 -4.919
C 5.244 2.498 -5.043
C 4.038 4.496 -5.905
O 4.824 4.599 -6.839
C 2.936 5.466 -5.744
C 2.818 6.538 -6.639
C 1.771 7.451 -6.502
C 0.835 7.292 -5.481
C 0.952 6.228 -4.585
C 2.011 5.319 -4.712
C 2.147 4.218 -3.738
O 1.327 4.080 -2.837
H 6.239 0.788 -4.188
H 4.670 0.609 -2.271
H 2.775 2.190 -2.064
H 5.941 2.576 -5.875
H 3.543 6.667 -7.441
H 1.685 8.286 -7.195
H 0.015 7.999 -5.379
H 0.220 6.113 -3.787
C 9.009 -5.445 -6.131
C 9.206 -4.114 -5.763
C 8.121 -3.332 -5.363
C 6.832 -3.879 -5.342
C 6.632 -5.202 -5.734
C 7.724 -5.991 -6.118
C 5.271 -5.775 -5.763
O 5.094 -6.938 -6.104
C 4.125 -4.924 -5.385
C 2.824 -5.436 -5.464
C 1.736 -4.642 -5.096
C 1.944 -3.341 -4.640
C 3.239 -2.826 -4.565
C 4.331 -3.616 -4.948
C 5.694 -3.050 -4.900
O 5.877 -1.905 -4.504
H 9.855 -6.057 -6.435
H 10.205 -3.685 -5.786
H 8.283 -2.296 -5.072
H 7.577 -7.028 -6.412
H 2.653 -6.452 -5.816
H 0.725 -5.040 -5.163
H 1.097 -2.724 -4.346
H 3.394 -1.807 -4.213
C -4.512 -4.050 4.767
C -5.627 -4.842 5.040
C -6.769 -4.269 5.603
C -6.792 -2.903 5.906
C -5.668 -2.116 5.656
C -4.529 -2.689 5.074
C -5.662 -0.684 6.016
O -4.677 0.009 5.794
C -6.858 -0.100 6.657
C -6.846 1.242 7.057
C -7.977 1.806 7.651
C -9.124 1.035 7.839
C -9.137 -0.304 7.447
C -7.998 -0.875 6.863
C -8.010 -2.302 6.484
O -9.016 -2.982 6.653
H -3.626 -4.495 4.320
H -5.609 -5.905 4.813
H -7.638 -4.893 5.809
H -3.653 -2.078 4.863
H -5.955 1.852 6.911
H -7.963 2.847 7.966
H -10.007 1.475 8.295
H -10.034 -0.901 7.601

For the total energy, the calculation gives -91553.1700 eV. Its spin multiplicity is 2. The largest force on an atom comes out at 5.63 eV Å⁻¹.

11.
Here is a 2-piece molecular cluster, C3BN3S3 overall at a distorted geometry from OMol25. Energies are from ωB97M-V with the def2-TZVPD basis set.

Atoms and positions in Å:
B -2.252 1.443 -0.618
C 1.903 -1.255 -0.422
C 3.301 -3.221 -0.373
C -3.019 2.590 1.568
N 2.501 -2.224 -0.106
N 4.111 -4.033 -0.506
N -3.155 3.677 1.932
S 1.104 0.057 -0.375
S -1.826 1.932 -2.092
S -2.667 1.034 0.993

The calculation puts the energy relative to the best compared isomer or geometry (same formula, charge and spin) at 26.6 kJ/mol. Its structure (SMILES) is N#CN=C=S.N#CSB=S. The largest force on an atom comes out at 2.44 eV Å⁻¹.

12.
Here is C6H11BrNO3S as an isolated structure at a distorted geometry from OMol25. Energies are from ωB97M-V with the def2-TZVPD basis set.

Atoms and positions in Å:
C 2.510 1.417 1.272
C -1.605 -0.707 1.342
C -1.299 -0.654 -1.086
C 0.602 0.258 0.161
C -1.021 0.178 0.127
C 1.169 1.643 0.684
N 3.393 0.843 0.356
O 0.058 2.718 -1.462
O 2.722 1.621 2.429
O 2.485 2.381 -1.423
S 1.327 2.986 -0.721
Br 0.160 2.587 1.990
H -1.160 -1.665 1.399
H -1.538 -0.341 2.350
H -2.625 -0.992 1.156
H -0.652 -1.551 -1.036
H -0.986 -0.036 -2.027
H -2.343 -0.992 -0.977
H 0.915 -0.650 0.769
H 0.804 0.311 -0.922
H -1.469 1.100 -0.226
H 3.313 1.324 -0.602
H 4.439 0.765 0.769

The calculation puts the energy relative to the best compared isomer or geometry (same formula, charge and spin) at 62.8 kJ/mol. The largest force on an atom comes out at 3.64 eV Å⁻¹. The net charge is -1.